(1)
{"formula": "C5H7N", "method": "ωB97M-V with the def2-TZVPD basis set", "e_homo_ha": [-0.32369, -0.32477], "lumo_ev": [-0.5, -0.5], "gap_ev": [8.33, 8.34], "de_lowest_kcal_mol": 104.2, "species": ["C", "C", "C", "C", "C", "N", "H", "H", "H", "H", "H", "H", "H"], "coordinates": [[-1.160, 0.425, -0.044], [-0.161, 1.492, 0.341], [0.038, -1.317, 1.280], [-0.235, -0.798, -0.080], [1.109, -0.106, -0.509], [1.056, 1.232, 0.082], [-1.563, 0.664, -1.040], [-1.993, 0.316, 0.653], [-0.436, 2.437, 0.805], [0.727, -2.175, 1.142], [-0.520, -1.574, -0.806], [1.135, -0.015, -1.604], [2.014, -0.638, -0.206]]}

(2)
{"formula": "C26H18AlBBrF13INO7P", "method": "ωB97M-V with the def2-TZVPD basis set", "e_homo_ha": -0.57909, "lumo_ev": -13.2, "gap_ev": 2.55, "total_charge": 3, "species": ["O", "C", "C", "C", "C", "C", "F", "F", "C", "F", "F", "C", "F", "F", "C", "F", "F", "C", "F", "F", "C", "F", "F", "F", "C", "P", "O", "I", "C", "O", "C", "C", "C", "C", "C", "Br", "C", "O", "B", "O", "O", "C", "C", "C", "C", "N", "C", "C", "C", "O", "C", "H", "H", "H", "H", "H", "H", "H", "H", "H", "H", "H", "H", "H", "H", "H", "H", "H", "H", "Al"], "coordinates": [[-0.484, 1.544, 0.316], [0.065, 0.476, 0.281], [-0.687, -0.859, 0.418], [-1.893, -0.900, 1.346], [-2.990, 0.161, 1.022], [-4.368, -0.493, 0.744], [-4.588, -1.567, 1.523], [-4.362, -0.805, -0.579], [-5.482, 0.559, 1.079], [-5.469, 0.685, 2.419], [-5.089, 1.753, 0.585], [-6.938, 0.141, 0.638], [-6.959, -1.106, 0.143], [-7.684, 0.084, 1.767], [-7.654, 1.134, -0.322], [-7.784, 2.324, 0.294], [-6.893, 1.217, -1.431], [-9.073, 0.691, -0.773], [-9.914, 0.499, 0.263], [-9.058, -0.442, -1.474], [-9.811, 1.735, -1.705], [-10.184, 2.905, -1.017], [-10.961, 1.160, -2.043], [-9.180, 1.993, -2.817], [-0.241, -1.932, -0.256], [-0.995, -3.605, -0.150], [-1.071, -4.004, 1.435], [0.451, -5.295, -1.110], [0.969, -1.735, -1.177], [1.080, -2.239, -2.262], [2.020, -0.786, -0.595], [3.440, -1.029, -0.774], [3.942, -2.255, -1.495], [4.454, -1.802, -2.919], [6.008, -1.786, -2.964], [6.610, -2.238, -4.754], [4.328, -0.089, -0.243], [5.665, -0.305, -0.384], [6.238, -1.072, 0.664], [7.248, -1.949, 0.352], [5.851, -0.916, 1.987], [3.909, 1.052, 0.429], [4.917, 1.978, 0.951], [5.669, 2.812, 0.122], [6.622, 3.701, 0.587], [6.909, 3.785, 1.882], [6.227, 2.970, 2.670], [5.233, 2.077, 2.327], [2.483, 1.244, 0.602], [2.045, 2.312, 1.248], [1.569, 0.322, 0.103], [-2.300, -1.909, 1.456], [-1.480, -0.630, 2.334], [-3.074, 0.846, 1.872], [-2.775, 0.777, 0.146], [-0.361, -3.496, 1.867], [4.731, -2.708, -0.876], [3.126, -2.979, -1.527], [3.992, -2.428, -3.690], [4.117, -0.767, -3.070], [6.464, -2.408, -2.190], [6.339, -0.763, -2.778], [6.994, -2.866, 0.512], [5.301, -1.649, 2.285], [5.490, 2.767, -0.955], [7.179, 4.341, -0.097], [6.484, 3.010, 3.731], [4.728, 1.463, 3.066], [2.451, 3.122, 0.888], [-11.546, 4.171, 0.073]]}

(3)
{"formula": "C4H6N", "method": "ωB97M-V with the def2-TZVPD basis set", "e_homo_ha": [-0.52198, -0.52196], "lumo_ev": [-6.2, -6.2], "gap_ev": [7.97, 7.97], "total_charge": 1, "de_lowest_kcal_mol": 109.5, "species": ["C", "C", "C", "C", "N", "H", "H", "H", "H", "H", "H"], "coordinates": [[2.209, 0.924, -0.657], [-1.355, 1.124, 0.072], [-0.175, 0.557, -0.084], [-0.289, -1.787, 0.250], [1.069, 0.821, -0.339], [3.075, 1.509, -0.616], [-1.350, 2.187, 0.236], [-2.093, 0.403, 0.291], [-0.258, -2.347, -0.653], [0.439, -2.021, 1.011], [-1.273, -1.371, 0.490]]}

(4)
{"formula": "C5H8N2", "method": "ωB97M-V with the def2-TZVPD basis set", "e_homo_ha": -0.72138, "lumo_ev": -10.5, "gap_ev": 9.09, "total_charge": 2, "de_lowest_kcal_mol": 48.7, "species": ["C", "C", "C", "C", "C", "N", "N", "H", "H", "H", "H", "H", "H", "H", "H"], "coordinates": [[0.466, 0.574, 0.414], [1.619, 0.502, -0.032], [2.920, 0.581, -0.462], [-3.592, -0.090, -0.205], [3.653, -0.574, -0.175], [-2.586, 0.515, -0.169], [-4.773, -0.444, 0.156], [-0.339, 0.272, 1.049], [3.245, 1.462, -0.792], [-1.721, 0.873, -0.432], [3.125, -1.509, 0.204], [4.104, -0.342, 0.804], [4.485, -0.723, -0.870], [-5.168, -1.358, -0.041], [-5.436, 0.260, 0.549]]}

(5)
{"formula": "C17H12F3NO2", "method": "ωB97M-V with the def2-TZVPD basis set", "e_homo_ha": -0.31878, "lumo_ev": -0.5, "gap_ev": 8.20, "de_lowest_kcal_mol": 12.7, "species": ["O", "C", "N", "C", "C", "C", "C", "C", "C", "C", "C", "C", "O", "C", "C", "C", "C", "C", "C", "C", "F", "F", "F", "H", "H", "H", "H", "H", "H", "H", "H", "H", "H", "H", "H"], "coordinates": [[2.386, -1.263, -3.129], [1.567, -1.930, -2.480], [1.627, -2.170, -1.132], [1.108, -1.181, 0.283], [-0.294, -0.969, 0.541], [-0.796, 0.282, 0.772], [-2.198, 0.671, 0.903], [-3.211, -0.320, 0.936], [-4.552, 0.035, 0.962], [-4.935, 1.371, 0.974], [-3.951, 2.369, 0.978], [-2.606, 2.029, 0.958], [0.027, 1.376, 0.863], [1.407, 1.189, 0.766], [2.156, 2.353, 0.939], [3.537, 2.234, 0.972], [4.133, 0.980, 0.858], [3.364, -0.175, 0.711], [1.973, -0.076, 0.590], [0.626, -2.822, -3.483], [1.273, -3.968, -3.878], [-0.581, -3.188, -2.973], [0.401, -2.087, -4.608], [2.509, -2.740, -1.021], [1.455, -2.197, 0.573], [-0.970, -1.804, 0.543], [-2.892, -1.357, 0.942], [-5.299, -0.758, 0.979], [-6.001, 1.647, 0.994], [-4.234, 3.428, 1.005], [-1.856, 2.836, 0.976], [1.639, 3.311, 1.049], [4.132, 3.137, 1.051], [5.219, 0.911, 0.913], [3.836, -1.155, 0.671]]}

(6)
{"formula": "C5H10N3", "method": "ωB97M-V with the def2-TZVPD basis set", "e_homo_ha": -0.45920, "lumo_ev": -4.2, "gap_ev": 8.25, "total_charge": 1, "de_lowest_kcal_mol": 87.0, "species": ["C", "C", "C", "C", "C", "N", "N", "N", "H", "H", "H", "H", "H", "H", "H", "H", "H", "H"], "coordinates": [[-0.744, -0.158, 1.724], [-0.303, 1.233, 1.307], [-0.958, -1.180, 0.881], [1.524, 1.423, -0.270], [-0.038, -0.638, -1.316], [1.120, 1.264, 0.940], [-0.730, -1.336, -0.439], [-0.045, -1.177, -2.553], [-0.911, -0.179, 2.780], [0.874, 1.409, -1.104], [-0.840, 1.731, 0.387], [-0.546, 1.941, 2.151], [-1.424, -2.038, 1.350], [2.517, 1.161, -0.437], [1.748, 1.354, 1.680], [-1.268, -2.050, -0.963], [-0.243, -2.145, -2.737], [0.265, -0.615, -3.381]]}

(7)
{"formula": "CHClF2O2", "method": "ωB97M-V with the def2-TZVPD basis set", "e_homo_ha": [-0.42073, -0.35912], "lumo_ev": [-1.0, -1.2], "gap_ev": [10.48, 8.57], "de_lowest_kcal_mol": 86.2, "species": ["C", "O", "O", "F", "F", "Cl", "H"], "coordinates": [[0.843, -0.190, -0.227], [-1.404, -0.424, 0.235], [-2.279, 0.341, -0.451], [1.100, 0.408, -1.300], [1.574, -1.306, -0.219], [1.213, 0.998, 1.057], [-1.046, 0.174, 0.904]]}

(8)
{"formula": "C12H20Cl12N2O2", "method": "ωB97M-V with the def2-TZVPD basis set", "e_homo_ha": -0.36095, "lumo_ev": 0.5, "gap_ev": 10.31, "de_lowest_kcal_mol": 0.0, "species": ["Cl", "C", "Cl", "Cl", "H", "Cl", "C", "Cl", "Cl", "H", "Cl", "C", "Cl", "Cl", "H", "Cl", "C", "Cl", "Cl", "H", "C", "O", "C", "C", "O", "C", "H", "H", "H", "H", "H", "H", "H", "H", "H", "H", "C", "C", "N", "H", "H", "H", "C", "C", "N", "H", "H", "H"], "coordinates": [[-2.036, -6.010, 2.736], [-1.090, -4.578, 3.238], [-1.907, -3.085, 2.798], [0.513, -4.616, 2.566], [-0.947, -4.659, 4.283], [-2.081, 2.071, 3.305], [-1.251, 3.420, 2.485], [-2.380, 4.403, 1.531], [0.050, 2.862, 1.468], [-0.827, 4.028, 3.194], [2.235, -2.476, -1.352], [1.376, -2.437, -2.889], [2.420, -2.900, -4.163], [0.795, -0.751, -3.094], [0.481, -3.074, -2.781], [-4.696, 4.746, -1.505], [-3.819, 3.239, -1.699], [-2.140, 3.607, -2.108], [-4.575, 2.497, -3.156], [-3.967, 2.634, -0.870], [1.845, 2.379, -1.116], [2.180, 1.288, -0.296], [3.451, 1.515, 0.354], [3.735, 0.351, 1.258], [2.710, 0.163, 2.203], [2.572, -1.151, 2.731], [0.858, 2.173, -1.569], [2.549, 2.363, -2.017], [1.808, 3.265, -0.539], [3.416, 2.433, 1.008], [4.226, 1.583, -0.401], [4.607, 0.644, 1.872], [3.861, -0.544, 0.615], [2.024, -1.774, 1.955], [1.994, -1.081, 3.588], [3.539, -1.599, 2.946], [-0.611, -0.494, 0.545], [-1.820, 0.017, 0.038], [-2.739, 0.472, -0.469], [0.242, -0.116, 0.001], [-0.731, -1.551, 0.705], [-0.488, -0.144, 1.561], [-2.816, -1.210, -3.457], [-2.173, -2.249, -2.660], [-1.534, -2.898, -1.965], [-3.337, -0.547, -2.845], [-3.472, -1.710, -4.163], [-2.053, -0.499, -3.870]]}

Short version: energy = -6783.99385; -173081.45234; -5722.05029; -8271.95859; -31558.64561; -9807.97517; -23099.10580; -170110.14051 eV, in the order given.